Below is C49H46Br2I2N7O7PRb as an isolated structure, with properties calculated with the ωB97M-V functional and the def2-TZVPD basis.

Its energy relative to the best compared isomer or geometry (same formula, charge and spin) is 27.9 kJ/mol. The largest force on an atom is 0.7 eV/Å. Its total energy is -242557.622 eV. As for the gap between HOMO and LUMO: 5.38 eV. The charge is -1. The calculation puts the lowest unoccupied orbital energy at 1.074 eV. The calculation puts the HOMO energy at -0.1583 hartree.

The geometry in XYZ format:
```
115
Properties=species:S:1:pos:R:3:mulliken_charge:R:1
Rb 0.63700 0.69913 0.18286 -0.711
C 0.05933 -0.53037 5.23810 -0.760
N -0.52234 0.70462 4.73336 0.438
C -1.00122 1.68282 5.68718 -1.100
C -0.65994 0.86438 3.39761 0.369
O -0.33956 0.01124 2.59106 -0.042
C -1.24127 2.19939 2.93033 -1.745
O -1.49885 2.10356 1.55752 1.349
C -1.69180 3.35725 0.94767 -1.569
C -1.84614 3.14712 -0.55422 0.994
O -1.59006 2.07093 -1.07024 -0.533
N -2.25902 4.21420 -1.28339 0.650
C -2.20628 4.13307 -2.72964 -1.206
C -2.57569 5.52511 -0.75924 -0.993
H 0.72238 -0.29640 6.07113 0.332
H 0.65463 -0.99913 4.45767 0.073
H -0.71966 -1.21702 5.58588 0.268
H -0.52250 1.49197 6.64568 0.350
H -2.08568 1.62914 5.83503 0.279
H -0.73908 2.69822 5.38906 0.377
H -0.51085 2.99294 3.14355 0.400
H -2.16129 2.42653 3.48702 0.620
H -0.80732 3.99550 1.08021 0.365
H -2.57206 3.85065 1.37709 0.337
H -1.74490 3.19336 -3.01614 0.266
H -1.60896 4.96094 -3.11842 0.339
H -3.21108 4.19166 -3.16021 0.279
H -2.67634 5.51427 0.32041 0.243
H -3.52817 5.86054 -1.18048 0.350
H -1.79981 6.24366 -1.03032 0.223
O 2.68999 -1.28535 3.52936 -0.803
C 2.67605 -0.89954 2.35246 -0.010
N 2.21903 -1.52033 1.27361 0.671
C 2.03187 -2.86082 1.26313 -0.688
O 2.88879 -3.71544 1.44124 -0.737
C 0.62332 -3.34745 0.93978 0.619
C 0.30835 -4.65805 1.29392 -0.566
C -0.97868 -5.12139 1.09359 -0.526
C -1.91194 -4.26442 0.53097 -0.895
C -1.50097 -2.98415 0.19504 -0.728
N -0.26914 -2.52097 0.39150 0.545
C 3.25001 0.48003 2.07101 0.278
C 4.53839 0.55854 1.54649 -0.856
C 5.09529 1.80098 1.31191 -0.410
C 4.34183 2.93218 1.59245 -0.809
C 3.06853 2.75614 2.10559 0.082
N 2.52578 1.56365 2.35799 0.050
H 1.08797 -5.27063 1.72279 0.504
H -1.25095 -6.13195 1.37424 0.406
H -2.93791 -4.56442 0.36021 0.531
H -2.20465 -2.28941 -0.24830 0.945
H 5.06826 -0.35682 1.31564 0.533
H 6.09000 1.89035 0.89163 0.422
H 4.71357 3.92876 1.39320 0.370
H 2.43840 3.61873 2.29742 0.344
O -3.05165 -2.90155 -2.80704 -0.472
N -2.50461 -1.63884 -2.58171 0.383
C -3.35486 -0.76567 -2.22916 -1.561
C -4.82611 -0.93074 -2.11052 0.826
C -5.54927 -1.50842 -3.15394 -0.391
C -6.93136 -1.53774 -3.11269 -0.693
C -7.60869 -0.98663 -2.03230 -0.831
C -6.89608 -0.43144 -0.98376 -0.391
C -5.50131 -0.41336 -0.99371 0.336
P -4.45327 0.22474 0.37273 1.623
C -4.71384 -1.00113 1.70770 -0.318
C -5.92278 -1.63504 2.00141 -0.355
C -6.00727 -2.52770 3.05634 -0.746
C -4.88579 -2.79270 3.83779 -0.743
C -3.68415 -2.16404 3.55973 -0.534
C -3.59834 -1.27193 2.49547 0.248
C -5.46177 1.63475 0.94819 0.248
C -5.65326 1.90178 2.30229 -0.622
C -6.27165 3.07624 2.71255 -0.607
C -6.71921 3.99651 1.77613 -0.546
C -6.54320 3.73494 0.42268 -0.696
C -5.91209 2.57092 0.01379 -0.622
H -2.27058 -3.44523 -2.96844 0.328
H -2.91975 0.20951 -2.02481 0.506
H -5.01780 -1.92019 -4.00085 0.528
H -7.48393 -1.98078 -3.93144 0.393
H -8.69123 -0.99335 -2.00894 0.431
H -7.42508 0.01010 -0.14725 0.443
H -6.80110 -1.43481 1.40009 0.235
H -6.94711 -3.02056 3.27307 0.400
H -4.95549 -3.49434 4.65997 0.363
H -2.80060 -2.36827 4.15157 0.494
H -2.65506 -0.78316 2.28300 0.203
H -5.31589 1.18587 3.04315 0.397
H -6.40914 3.26736 3.76988 0.417
H -7.20406 4.90989 2.09638 0.388
H -6.89140 4.44476 -0.31738 0.404
H -5.76338 2.38636 -1.04489 0.466
C 3.88865 -0.60043 -1.65078 -0.854
C 4.04820 0.87969 -1.84645 0.893
C 5.20375 1.38974 -2.48017 -1.041
C 5.34182 2.73478 -2.64503 -0.985
C 4.33677 3.60937 -2.17482 1.064
C 4.40477 5.02278 -2.27593 -0.059
Br 5.89638 5.86996 -3.10869 -0.305
C 3.40360 5.80264 -1.77357 -0.495
C 2.29981 5.21435 -1.15626 0.111
Br 0.98057 6.36192 -0.39970 -0.262
C 2.11647 3.82678 -0.98904 -0.715
O 1.13328 3.30511 -0.40918 0.708
C 3.21176 3.01561 -1.55459 -0.517
N 3.09576 1.67172 -1.41485 0.453
H 4.84847 -1.07030 -1.42675 0.409
H 3.50538 -1.06412 -2.56266 -0.064
H 3.20580 -0.81857 -0.83018 -0.017
H 5.97008 0.70476 -2.82181 0.497
H 6.21972 3.14797 -3.12411 0.316
H 3.46109 6.88041 -1.84510 0.447
I 0.07245 -1.47256 -3.69924 0.254
I 2.19222 -1.69119 -5.30561 -0.282
```

Below is C49H46Cl2F6IrN3OP3S2 as an isolated structure, with properties calculated with the ωB97M-V functional and the def2-TZVPD basis.

Its energy relative to the best compared isomer or geometry (same formula, charge and spin) is 145.2 kJ/mol. The largest force on an atom is 1.8 eV/Å. As for the expectation value of S²: 0.829. Its total energy is -151795.447 eV. As for the gap between HOMO and LUMO (alpha / beta): 5.66 / 5.56 eV. The charge is +2. The calculation puts the lowest unoccupied orbital energy (alpha / beta) at -7.852 / -8.023 eV. The spin multiplicity is 2. The calculation puts the HOMO energy (alpha / beta) at -0.4964 / -0.4990 hartree.

The geometry in XYZ format:
```
113
Properties=species:S:1:pos:R:3:mulliken_charge:R:1
Ir -0.29247 -0.77243 1.10036 1.925
Cl 0.59800 -2.67715 0.27984 -0.409
C 0.17483 -1.37144 3.00602 0.165
C -0.07168 -2.52995 3.70852 -0.377
C 0.51179 -2.68060 4.97163 -0.633
C 1.32777 -1.70222 5.53535 -0.757
C 1.60836 -0.54879 4.83066 0.101
Cl 2.61491 0.67770 5.46792 -0.167
C 1.02738 -0.39464 3.55324 0.408
S 1.29170 0.92361 2.48337 -0.064
H -0.67664 -3.33058 3.30629 0.539
H 0.30152 -3.58352 5.53106 0.487
H 1.75026 -1.84952 6.51947 0.499
C -2.59549 0.43310 -1.30974 -2.579
N -3.51973 -0.41022 -0.61662 0.739
C -3.78878 -0.03557 0.74058 -2.168
P -2.49555 -0.54184 2.03142 1.114
C -2.99170 0.42657 3.46701 1.190
C -4.34730 0.53798 3.78527 -1.058
C -4.72494 1.19579 4.94089 -0.739
C -3.76639 1.76604 5.76924 -0.794
C -2.42397 1.67217 5.44253 -0.637
C -2.03626 1.00019 4.29501 -0.655
C -2.99023 -2.24286 2.42691 0.993
C -2.76631 -3.22790 1.46024 -0.333
C -3.09879 -4.54676 1.71362 -0.798
C -3.62420 -4.89893 2.95040 -0.913
C -3.80585 -3.93172 3.92821 -0.821
C -3.49250 -2.60437 3.67556 -0.954
C -4.12960 -1.48844 -1.21216 2.606
C -3.91512 -1.78660 -2.58012 -0.873
C -4.49267 -2.88921 -3.16487 -0.689
C -5.33204 -3.72181 -2.42805 -0.708
C -5.59235 -3.42098 -1.09235 -0.759
C -5.00788 -2.33291 -0.48974 -0.887
P -0.73319 0.07649 -1.11489 2.152
C -0.21647 1.67062 -1.78977 0.277
C 0.50710 2.57756 -1.03528 -0.291
C 0.69993 3.86840 -1.50506 -0.497
C 0.21782 4.23539 -2.74752 -0.845
C -0.43702 3.30312 -3.54369 -0.973
C -0.66895 2.02972 -3.06433 -0.320
C -0.18115 -1.07002 -2.42158 0.991
C -0.75191 -2.32545 -2.62407 -0.104
C -0.25150 -3.17791 -3.59425 -1.081
C 0.85613 -2.80678 -4.34286 -0.922
C 1.46856 -1.58453 -4.10883 -0.786
C 0.95756 -0.72193 -3.15292 -1.039
H -2.65282 1.44711 -0.91211 0.591
H -2.80456 0.47364 -2.37353 0.974
H -4.73331 -0.45009 1.07521 1.141
H -3.82709 1.05154 0.83009 0.646
H -5.11235 0.11960 3.14336 0.288
H -5.77422 1.27059 5.19174 0.475
H -4.06929 2.28638 6.66745 0.422
H -1.67925 2.14869 6.06502 0.483
H -0.99724 0.96326 4.01922 0.345
H -2.30753 -2.95547 0.51695 -0.116
H -2.94114 -5.30430 0.95727 0.511
H -3.88716 -5.92797 3.15475 0.456
H -4.19046 -4.21736 4.89799 0.493
H -3.62993 -1.85938 4.44702 0.480
H -3.30669 -1.15447 -3.20577 0.336
H -4.28879 -3.09713 -4.20606 0.500
H -5.79069 -4.58455 -2.89076 0.447
H -6.25983 -4.04761 -0.51745 0.472
H -5.24132 -2.15128 0.54724 0.265
H 0.85613 2.29362 -0.05106 -0.104
H 1.18950 4.59269 -0.87272 0.583
H 0.33539 5.25046 -3.10076 0.522
H -0.79082 3.57508 -4.52917 0.475
H -1.20274 1.31405 -3.67813 0.461
H -1.59575 -2.63909 -2.02634 0.538
H -0.71290 -4.14548 -3.74352 0.502
H 1.25357 -3.48030 -5.09000 0.412
H 2.35385 -1.30086 -4.66239 0.550
H 1.45162 0.22261 -2.97580 0.273
C 7.57001 -1.65615 -3.14828 -1.400
C 6.21163 -1.57333 -2.45855 0.099
C 6.27945 -0.63540 -1.25127 -0.890
N 5.10389 -0.80034 -0.39273 -0.056
C 4.13087 0.01026 -0.05703 0.549
S 3.06543 -0.58904 1.15722 -0.333
N 4.02179 1.26209 -0.56744 0.164
C 4.30899 1.64811 -1.91391 0.357
O 4.43107 0.80416 -2.76404 -0.504
C 4.42011 3.09783 -2.13700 0.278
C 4.34367 3.55934 -3.45164 -0.387
C 4.47100 4.90845 -3.72325 -0.851
C 4.69278 5.80785 -2.68770 -0.424
C 4.80082 5.35117 -1.38102 -0.955
C 4.65932 4.00369 -1.10160 -0.155
H 7.51271 -2.28717 -4.03295 0.377
H 8.31777 -2.08325 -2.47916 0.355
H 7.90578 -0.66618 -3.45871 0.356
H 5.90365 -2.56734 -2.12062 0.339
H 5.45692 -1.20014 -3.14903 0.069
H 6.37305 0.39722 -1.57193 0.280
H 7.14864 -0.89660 -0.64326 0.579
H 5.02874 -1.73009 0.00148 0.281
H 3.42727 1.89738 -0.05560 0.179
H 4.19799 2.84490 -4.25099 0.493
H 4.41282 5.26311 -4.74334 0.452
H 4.79982 6.86368 -2.89740 0.451
H 5.00288 6.05145 -0.58188 0.450
H 4.78279 3.66306 -0.08061 0.519
F -1.37631 1.87461 1.30155 -0.508
P -1.88712 3.56193 1.48685 1.611
F -0.37617 3.98504 1.17987 -0.353
F -1.52267 3.44358 3.03337 -0.331
F -3.36557 2.96390 1.78198 -0.394
F -2.38068 5.04236 1.60044 -0.292
F -2.21230 3.49903 -0.10148 -0.383
```